A structure of composition C11H20N3P2Sr, computed with wB97M-V/def2-TZVPD.

Positions of all 37 atoms, in Å:
C1 -0.38249 -1.41763 -2.92164
C2 -1.61048 -0.98692 5.73443
H1 -2.55540 -1.49975 5.48838
H2 1.15537 3.10707 1.67509
H3 -0.89914 -1.73524 -3.84428
C3 1.03839 -0.14023 3.49472
P1 -0.45081 -1.00340 2.73292
H4 -1.72886 1.07942 3.02101
H5 -1.50248 -2.89123 3.86301
C4 -0.28436 -2.38645 -1.87645
N1 0.91989 0.07972 4.94665
C5 0.17839 -2.18945 -0.61098
H6 -0.00035 0.37299 -3.93812
C6 -1.74054 0.10320 3.53470
H7 0.28353 -3.05294 3.83912
P2 0.07556 2.57494 0.89454
H8 -2.71727 -0.37249 3.34875
H9 1.37651 1.45740 -2.16109
H10 -0.70725 -3.35328 -2.19618
N2 -0.48564 -1.90254 5.41715
H11 1.17938 0.82284 2.97724
H12 1.63059 -1.85774 5.41936
H13 -1.55711 -0.74272 6.80624
Sr1 -1.19394 -0.18771 -0.65699
H14 0.24622 3.58638 -0.10392
H15 -0.21206 1.11352 6.36822
H16 0.45039 -3.10505 -0.05151
H17 -0.16561 1.88487 4.71878
C7 0.15419 -0.09316 -2.94758
C8 -0.55090 -2.35633 4.01063
C9 -0.24062 0.93986 5.28286
H18 1.91760 -0.77448 3.29418
C10 0.72863 0.58415 -1.92662
H19 -0.90510 3.34320 1.61650
C11 0.79197 -1.19599 5.69698
H20 0.81756 -0.95045 6.76906
N3 -1.54196 0.28941 4.97820

Forces on the atoms, in the same order (eV/Å):
-1.25 0.27 -0.25
0.72 0.18 -0.89
0.29 0.22 0.19
-0.26 -0.29 -0.08
0.25 0.08 0.42
-0.27 -0.27 0.01
-0.03 0.48 -0.23
-0.06 -0.23 0.24
0.33 0.00 0.02
-0.34 -0.78 -0.90
-0.13 0.05 0.48
0.26 0.14 1.33
0.48 -0.13 -0.18
0.39 -0.41 0.17
-0.31 0.06 -0.04
-0.01 0.58 -0.14
0.14 0.25 0.15
-0.63 -0.10 -0.41
0.42 -0.25 -0.13
0.05 0.39 0.32
0.06 -0.34 0.22
-0.30 0.27 0.20
-0.12 -0.12 -0.28
1.15 -0.42 0.29
-0.13 -0.42 0.23
0.00 0.16 -0.29
-0.48 -0.07 -0.14
-0.03 -0.31 0.28
-0.26 -0.23 -1.59
0.00 0.08 0.31
-0.10 -1.03 -0.53
-0.20 0.31 0.02
0.71 1.41 1.65
0.27 0.04 -0.09
-0.66 0.35 -0.83
0.07 -0.17 -0.25
0.00 0.25 0.72

Values from the calculation:
HOMO: -1.01 eV
Total charge: -1